This record from OMol25 describes the molecule C7H10S. The level of theory is the ωB97M-V functional and the def2-TZVPD basis.

```
18
Properties=species:S:1:pos:R:3:forces:R:3:nbo_charge:R:1
C 1.39419 -1.70254 0.17225 0.7 -0.6 0.4 -0.3366
C 0.12719 -2.09045 0.03325 -0.3 1.7 -1.7 -0.2555
C -0.67961 -0.82485 -0.46356 -2.8 -1.4 4.0 -0.2600
C -2.16096 -0.39068 -0.06078 1.0 1.5 -0.3 -0.4245
C -0.86710 0.47946 0.28980 -0.5 -1.8 2.3 -0.2438
C -0.05943 1.69145 -0.11506 -1.7 0.8 -0.8 -0.4186
C 1.42742 1.41828 0.11291 0.9 -0.6 -0.8 -0.5282
S 2.30499 -0.22666 -0.18781 -0.6 0.1 -0.5 0.1916
H 2.14386 -2.43201 0.45600 0.2 -0.2 -0.2 0.2167
H -0.06596 -3.21424 -0.13167 -0.3 2.1 0.7 0.2403
H -0.47361 -0.46030 -1.38561 0.7 0.1 -3.4 0.2035
H -2.87934 0.05437 -0.95867 1.6 -1.7 2.8 0.2333
H -2.46884 -0.80880 1.04140 -0.1 0.9 -3.5 0.2414
H -0.82844 0.37475 1.38804 0.5 0.0 -0.4 0.1984
H -0.15163 2.58410 0.62238 -0.8 -1.2 -1.6 0.2350
H -0.39250 1.98928 -1.25811 1.3 -0.4 2.8 0.2101
H 1.78374 2.08702 -0.72774 1.1 -0.6 1.7 0.2518
H 1.84603 1.47183 1.17297 -1.1 1.3 -1.5 0.2450
```
Forces are in eV/Å.

The value obtained for the LUMO energy is 0.87 eV. As for the structure (SMILES): C1=C[C@H]2C[C@@H]2CCS1. As for the HOMO energy: -8.23 eV. As for the energy relative to the best compared isomer or geometry (same formula, charge and spin): 453.0 kJ/mol. As for the charge: 0. The strongest force on any atom is 5.008 eV/Å.



This record from OMol25 describes the molecule C7H10S3. The level of theory is the ωB97M-V functional and the def2-TZVPD basis.

```
20
Properties=species:S:1:pos:R:3:forces:R:3:nbo_charge:R:1
C 0.55065 1.23724 1.87864 -3.1 -1.2 -1.6 -0.6178
C 0.74091 0.56717 0.46273 0.2 0.3 0.7 -0.1484
C 1.53807 1.33286 -0.59975 0.0 -1.2 -0.6 -0.6378
S 2.02201 -0.71075 0.92523 -0.1 -1.3 0.0 0.0834
S 2.15176 -1.97763 -0.73481 -0.3 0.4 0.8 -0.1349
C -0.51147 -0.06599 0.00442 -0.2 0.3 0.1 -0.2270
C -0.81450 -0.58940 -1.22010 -0.5 0.2 -1.6 -0.2643
C -2.12635 -1.10621 -1.23821 -1.2 -0.5 1.1 -0.2429
C -2.80648 -1.01444 -0.04904 4.8 1.3 -1.6 -0.4229
S -1.87235 -0.20402 1.08322 1.0 0.1 0.2 0.4593
H 1.48461 1.36875 2.28493 2.1 0.3 1.4 0.2148
H -0.12472 0.50834 2.48552 1.6 1.5 -0.6 0.2253
H 0.06318 2.22443 1.79894 0.0 -0.5 0.0 0.2267
H 2.40918 1.56833 -0.03046 0.8 1.2 -0.1 0.2207
H 1.11521 2.14023 -1.21556 -0.2 -0.2 0.6 0.2210
H 1.91214 0.50922 -1.26205 -0.5 1.0 0.0 0.2242
H 0.96918 -2.58578 -0.50458 0.2 -0.1 -0.1 0.1409
H -0.31577 -0.51612 -2.22761 0.1 0.0 1.7 0.2458
H -2.64038 -1.55940 -2.04116 -0.1 -0.3 -1.1 0.2176
H -3.74486 -1.12682 0.19967 -4.8 -1.2 0.8 0.2162
```
Forces are in eV/Å.

The value obtained for the LUMO energy is 0.55 eV. As for the structure (SMILES): CC(C)(SS)c1cccs1. As for the HOMO energy: -8.70 eV. As for the energy relative to the best compared isomer or geometry (same formula, charge and spin): 14.6 kJ/mol. As for the charge: 0. The strongest force on any atom is 5.265 eV/Å.



This record from OMol25 describes a structure of composition C7H11BCaNO2. The level of theory is the ωB97M-V functional and the def2-TZVPD basis.

```
23
Properties=species:S:1:pos:R:3:forces:R:3:nbo_charge:R:1
C -2.00727 -2.60010 -0.16222 -0.7 0.1 -0.2 -0.3300
C -1.14044 -2.14300 0.53148 1.2 0.9 0.1 -0.2281
B -0.11424 -1.31807 1.50731 -1.5 -1.5 0.7 0.5218
O -0.90292 -0.28243 2.18252 -0.2 -0.5 -0.4 -0.6735
C -1.24859 0.60078 1.14832 0.2 0.1 0.9 -0.0805
C 0.09801 0.66941 0.31280 -1.7 1.3 0.9 0.2330
C 0.70043 2.03111 0.70973 0.8 -1.0 -0.8 -0.5824
C -0.03149 0.54036 -1.21154 -0.7 0.9 1.2 -0.5531
C 1.12826 -0.26098 -1.56027 -0.6 0.1 -2.5 0.2337
N 1.33952 -0.92156 -2.59803 1.2 -0.3 -0.3 -0.5960
O 0.85323 -0.45303 0.74640 1.5 0.6 0.0 -0.8130
H -2.91907 -2.80400 -0.66066 -0.1 -0.5 -0.2 0.2301
H 0.39100 -2.16672 2.19539 0.6 0.5 0.3 -0.0650
H -2.15531 0.37687 0.57304 0.3 -0.7 -0.2 0.1836
H -1.50770 1.51942 1.68289 0.3 0.4 -0.5 0.1869
H 1.80581 1.97177 0.57707 0.1 0.3 0.0 0.1026
H 0.32404 2.78805 0.02504 0.0 0.2 0.2 0.2252
H 0.48631 2.29744 1.73626 0.2 -0.1 0.2 0.2578
H -0.95894 0.06792 -1.53731 0.1 -0.4 0.2 0.2882
H -0.06469 1.53227 -1.66929 0.4 -0.1 -0.2 0.2491
H 1.89986 -0.34204 -0.81854 -3.5 0.2 -0.4 -0.0608
H 0.55323 -0.84060 -3.24152 0.1 -0.3 -0.2 0.3871
Ca 3.47097 -0.26287 -0.46889 2.0 -0.3 1.3 1.8831
```
Forces are in eV/Å.

The value obtained for the LUMO energy is -6.82 eV. As for the HOMO energy: -11.16 eV. As for the charge: +1. The strongest force on any atom is 3.509 eV/Å.



This record from OMol25 describes the ion C7H11BNO4 with charge -1. The level of theory is the ωB97M-V functional and the def2-TZVPD basis.

```
24
Properties=species:S:1:pos:R:3:forces:R:3:nbo_charge:R:1
C -2.59300 2.34944 -0.42887 1.7 -1.3 0.9 -0.0062
N -2.85871 1.10684 -0.62715 0.9 2.2 -0.3 -0.7081
B -2.37494 -0.09814 0.09768 1.9 -0.7 0.2 0.9514
O -3.41626 -0.82259 0.47157 -2.3 -1.3 1.6 -0.8937
C -0.86660 -1.10031 0.66306 -2.9 1.5 -0.5 -0.0694
C -0.14484 -1.71068 -0.51627 -2.0 -0.7 -1.6 -0.4355
C 0.74293 -0.56392 -0.95107 -0.9 -0.2 0.1 -0.4565
C 0.95414 0.23879 0.31819 1.3 -1.5 -0.6 0.0920
C 2.32108 0.04746 0.86424 1.2 1.0 1.0 -0.5251
C 3.45861 0.47453 -0.11434 -2.0 0.0 1.4 0.7624
O 3.69668 1.66706 -0.04256 0.9 2.8 -0.1 -0.7866
O 3.91737 -0.37589 -0.85021 1.1 -2.1 -1.6 -0.7813
O 0.03891 -0.22805 1.27079 -0.7 -0.4 0.9 -0.5415
H -2.91382 3.27569 -0.96468 -0.5 -1.3 -0.1 0.1613
H -1.80671 2.60544 0.32520 -0.6 0.0 -0.2 0.1438
H -4.28056 -0.36994 0.50530 0.6 -0.2 -0.5 0.4825
H -1.16749 -1.85922 1.45993 -0.2 1.1 -1.2 0.1978
H -0.79656 -2.27900 -1.33438 0.9 1.7 1.5 0.1993
H 0.37780 -2.52329 -0.11046 1.5 -1.1 0.5 0.2005
H 1.64737 -0.89084 -1.34652 1.8 -0.7 -0.4 0.2583
H 0.36184 0.04913 -1.73482 -1.0 0.4 -0.6 0.1976
H 0.80680 1.25201 0.13831 -0.4 2.1 -0.3 0.1686
H 2.49925 -0.96621 1.16242 -0.2 -0.8 0.2 0.1892
H 2.39674 0.72168 1.74466 0.1 -0.6 -0.3 0.1991
```
Forces are in eV/Å.

The value obtained for the LUMO energy is 2.60 eV. As for the structure (SMILES): C=NB(O)[C@H]1CC[C@H](CC(=O)[O-])O1. As for the HOMO energy: -3.91 eV. As for the energy relative to the best compared isomer or geometry (same formula, charge and spin): 80.0 kJ/mol. As for the charge: -1. The strongest force on any atom is 3.361 eV/Å.



Ordered frontier orbital gap results: 9.100, 9.249, 4.342, 6.505; unit eV.